(1)
{"formula": "C38H25F7N6O2Rh", "method": "wB97M-V/def2-TZVPD", "de_lowest_kj_mol": 267.2, "multiplicity": 2, "homo_lumo_gap_ev": [5.5, 5.5], "e_tot_ha": -2751.62276, "species": ["C", "H", "C", "F", "N", "C", "C", "H", "C", "N", "C", "C", "H", "C", "H", "C", "H", "F", "C", "C", "H", "C", "C", "C", "C", "C", "H", "C", "H", "H", "H", "C", "N", "H", "C", "C", "N", "C", "F", "F", "C", "H", "C", "H", "H", "C", "H", "C", "C", "H", "H", "Rh", "F", "C", "H", "F", "H", "H", "F", "C", "C", "C", "H", "N", "H", "C", "C", "O", "H", "C", "C", "N", "C", "C", "H", "C", "H", "O", "C"], "coordinates": [[-0.1921, -6.4685, -1.9402], [3.6095, 5.9704, -0.5836], [-1.9241, 3.1555, -0.4464], [-4.6519, -2.7768, 4.1276], [-1.4913, 0.8114, -0.3114], [-6.0039, 1.4394, -1.0736], [-1.2313, -6.1749, 0.1726], [4.7138, 1.4592, -0.3778], [2.1180, 0.1023, -0.2923], [-1.2173, -4.3929, -1.3994], [2.9225, -1.0367, -0.1744], [-1.5595, -4.8826, -0.1867], [5.5081, 7.5938, -0.6401], [5.6805, 6.5249, -0.6194], [-2.6676, 3.9399, -0.4699], [1.7509, 2.5344, -0.4961], [-2.9116, -1.6016, 5.6006], [-0.7755, -0.3048, 4.9041], [3.7325, 3.3322, -0.5253], [-5.4740, -3.2800, 1.4089], [6.4178, 2.7507, -0.5410], [-4.2699, -2.6122, 1.2265], [6.9996, 6.0691, -0.6254], [-3.3824, -2.0708, 2.2560], [2.5811, 1.4470, -0.4194], [9.3108, 6.6005, -0.6953], [0.3520, -7.0602, -2.6637], [-1.3590, -0.7931, 2.6810], [-1.5248, -6.5263, 1.1526], [-2.0782, -4.1913, 0.4593], [4.0020, -0.9624, -0.2266], [-2.2387, -1.3890, 1.7819], [-3.7924, -2.3976, -0.0154], [-3.3849, 1.5728, -0.2297], [-3.5785, -2.1276, 3.6276], [4.8759, 4.2522, -0.5603], [2.4738, 3.6971, -0.5612], [-0.5889, 3.4362, -0.5240], [-4.3112, -0.0499, -1.5402], [-4.8793, 0.2459, 0.5532], [-6.1797, -3.7164, 0.3032], [-0.4759, -0.2574, 2.3563], [-0.5391, -6.9910, -0.7046], [9.9081, 7.5052, -0.7468], [-0.2784, -8.0046, -0.4330], [-1.6242, -0.8829, 4.0315], [9.5114, 5.9844, -1.5747], [-0.5389, -5.1763, -2.2680], [7.2541, 4.7039, -0.5935], [-4.0614, -2.5637, -2.0421], [2.9085, -3.1528, 0.1478], [-2.0465, -1.3397, -0.1815], [-5.8216, 2.3876, -0.1098], [-5.6893, -3.4706, -0.9653], [-6.2299, -3.7717, -1.8508], [-5.4549, 1.9633, -2.2007], [8.2649, 4.3227, -0.5930], [-5.8516, -3.4382, 2.4059], [-7.3312, 1.4432, -1.3028], [-2.7221, -1.5472, 4.5382], [4.6365, 5.6292, -0.5883], [-2.3390, 1.8208, -0.3269], [-7.1215, -4.2360, 0.4295], [3.8534, 1.9725, -0.4389], [9.5741, 6.0443, 0.2073], [2.3240, -2.2507, 0.0306], [-4.4927, -2.7975, -1.0807], [7.9577, 7.0242, -0.6626], [-0.2241, 4.4520, -0.6069], [-0.1720, 1.0728, -0.3667], [0.3242, 2.3749, -0.4728], [0.1526, -1.2696, -0.0819], [0.7223, -0.0650, -0.2618], [-5.4950, 0.0461, -0.7168], [0.4390, -3.2538, 0.3227], [0.9308, -2.3154, 0.0987], [-0.3115, -4.7058, -3.2115], [-1.5116, -3.1874, -1.7405], [6.1897, 3.8105, -0.5616]]}

***

(2)
{"formula": "C38H26MgN6O7", "method": "wB97M-V/def2-TZVPD", "charge": -2, "de_lowest_kj_mol": 2.9, "multiplicity": 1, "homo_lumo_gap_ev": 6.0, "e_tot_ha": -2519.13595, "species": ["C", "H", "H", "N", "C", "H", "C", "C", "C", "H", "H", "H", "O", "C", "O", "H", "H", "C", "H", "H", "C", "N", "N", "H", "C", "N", "H", "C", "C", "O", "C", "C", "C", "O", "C", "C", "H", "C", "H", "C", "O", "H", "H", "C", "C", "C", "C", "Mg", "C", "C", "C", "C", "C", "H", "H", "C", "N", "C", "C", "C", "H", "C", "H", "C", "O", "H", "H", "H", "N", "H", "H", "C", "C", "C", "C", "O", "H", "C"], "coordinates": [[-0.5202, 5.8043, 0.3357], [-3.7804, -5.2813, -0.9230], [-2.4379, -3.4391, 0.0989], [1.8921, -0.9610, 0.7229], [3.2332, -1.3054, 5.1259], [-4.1795, -0.6458, -2.5713], [-3.8860, -4.2643, -1.2796], [-4.8568, -2.6800, -2.7998], [2.3274, 2.8193, 2.6166], [-0.3058, 1.2284, -3.5116], [2.3859, -4.9887, 5.9084], [0.4388, -0.6240, 5.6830], [0.3014, -0.3861, -1.6492], [-0.5611, -1.5219, -5.4714], [-0.8289, -3.1020, -7.1023], [3.1885, 2.9967, 3.2637], [-5.5111, -2.4583, -3.6341], [-0.5597, -0.1586, -5.1098], [-0.7952, 0.5821, -5.8608], [1.3299, -3.8467, 3.9722], [-3.2611, -1.9411, -1.1543], [-2.6179, 0.3428, -0.9593], [-0.1778, 0.1118, 2.4924], [4.5829, -2.6515, -0.1759], [0.0371, -0.7708, -2.7989], [-1.6750, 1.1834, -0.3881], [-0.3090, -3.5292, -4.8131], [-1.8270, 2.4316, -0.5833], [-3.1448, -3.2477, -0.6964], [-1.5630, -1.2511, 0.3374], [3.8254, -1.9299, 6.2072], [4.1309, -3.9154, 7.6102], [0.6688, 5.4724, 0.9908], [0.8237, 1.9047, 0.5285], [3.5181, -3.2602, 6.4866], [-0.9108, 3.4440, -0.0700], [3.4595, -0.2738, 4.8946], [2.6193, -3.9568, 5.6830], [4.0213, -2.8629, 2.4457], [3.7689, -2.1968, 0.3662], [-1.0894, -1.0302, -7.6368], [2.4312, 1.8805, 2.0754], [-5.3127, -4.7796, -2.8002], [0.3505, 3.0908, 0.5053], [0.2393, -3.2961, -2.3122], [2.2980, -1.5338, 1.9213], [0.5783, -0.5351, 3.4483], [0.0319, 0.0829, 0.3412], [1.6966, -1.3127, 3.1528], [2.3333, -1.9936, 4.3163], [2.7569, -1.3615, -0.1781], [-0.2916, -2.4864, -4.5186], [0.0541, -0.2535, 4.7450], [-2.2465, 5.0070, -0.6492], [0.1448, -4.2689, -2.8518], [-4.1194, -1.6640, -2.2144], [4.6210, -4.4399, 8.5087], [-4.7441, -3.9843, -2.3337], [-2.4053, -0.8835, -0.5247], [2.0310, -3.3203, 4.6045], [-0.8306, 6.8375, 0.2510], [3.4783, -2.3070, 1.6993], [2.6502, -1.0526, -1.2051], [1.0856, 4.1639, 1.0959], [0.4683, -3.2897, -1.1285], [-1.6612, 1.0169, 5.2994], [1.2931, 6.2364, 1.4388], [-1.8366, 1.3577, 2.6053], [-0.8403, -1.9081, -6.8142], [-2.7011, 2.7729, -1.1515], [4.5252, -1.3977, 6.8372], [-1.2996, 4.7827, -0.1677], [-1.0150, 0.5866, 4.5514], [-0.2847, 0.1957, -3.8282], [-1.1090, 0.7707, 3.1451], [2.2821, 3.9341, 1.7373], [1.4179, 2.7655, 3.2258], [-0.0007, -2.1561, -3.2049]]}

***

Question: Among the records above, which one has the lowest multiplicity?
Answer: C38H26MgN6O7